# 1
Entry from the OMol25 dataset: a structure of composition C38H38Br2N5O7RbS6 (wB97M-V/def2-TZVPD).

Structure (XYZ):
```
97
Properties=species:S:1:pos:R:3:forces:R:3:mulliken_charge:R:1
Rb -0.568604 -0.499605 -0.313664 2.620 -0.461 0.378 0.75
Br -8.404219 2.735161 2.218973 -0.005 0.015 0.000 -0.25
C -6.506054 2.684022 2.036112 0.024 -0.164 -0.114 -0.93
C -5.724036 3.616011 2.581823 0.239 0.189 0.073 -0.35
C -4.283366 3.643832 2.390709 -0.319 -0.111 0.034 -1.06
C -3.658223 2.615461 1.748777 0.140 -0.040 0.000 0.41
C -4.418276 1.348782 1.396964 0.066 0.085 -0.067 -0.37
C -5.934989 1.586971 1.214450 -0.052 0.004 0.133 -0.13
N -2.340489 2.606778 1.446496 0.336 0.003 0.258 -0.13
C -1.388154 3.635834 1.621309 -0.409 -0.134 0.087 -1.14
C -0.015642 3.457967 1.610300 0.209 0.142 -0.158 0.83
C 0.812494 4.579682 1.995121 -0.105 -0.024 -0.053 -1.25
C 2.162098 4.446532 2.080643 0.167 -0.053 0.004 -0.01
C 2.774091 3.214543 1.757096 -0.161 0.135 0.017 -1.19
C 1.926484 2.218540 1.313439 0.034 -0.152 0.002 -0.17
N 0.602134 2.298306 1.200304 -0.164 -0.032 0.326 0.13
H -6.172321 4.421359 3.152411 0.005 -0.004 0.000 0.39
H -3.733475 4.508165 2.724197 0.009 0.020 0.020 0.32
H -4.098679 0.545323 2.059220 -0.027 0.015 -0.001 0.76
H -6.469214 0.645357 1.351306 -0.008 0.023 0.030 0.71
H -1.827295 4.577949 1.905279 0.042 0.069 -0.127 0.14
H 0.332657 5.518702 2.248138 -0.011 -0.006 0.002 0.30
H 2.762959 5.291393 2.405527 0.006 -0.011 -0.002 0.36
H 3.838582 3.047722 1.837407 0.023 0.008 0.001 0.44
H 2.356208 1.261955 1.014329 -0.004 0.000 0.020 0.60
C 4.178043 -4.138201 -2.436243 0.020 -0.052 -0.009 -1.18
C 2.828159 -3.714239 -2.941074 -0.008 0.017 0.009 0.77
C 2.338739 -4.083743 -4.189751 0.036 -0.027 -0.026 -0.57
C 1.096251 -3.645132 -4.608440 -0.009 0.025 0.076 -0.60
C 0.379867 -2.834828 -3.736602 -0.008 -0.028 -0.079 -0.04
Br -1.315061 -2.177155 -4.277333 -0.019 0.033 0.010 -0.12
N 0.804216 -2.474155 -2.548939 0.047 0.089 0.019 0.28
C 2.007021 -2.911752 -2.159952 -0.050 -0.036 0.052 -0.34
H 4.393681 -5.172187 -2.711229 -0.010 -0.004 0.006 0.39
H 4.234246 -4.037512 -1.352857 0.002 0.025 0.006 0.16
H 4.967258 -3.511217 -2.857451 -0.008 0.011 -0.015 0.24
H 2.929654 -4.723225 -4.837269 0.009 0.008 0.003 0.40
H 0.687210 -3.914045 -5.570732 -0.012 0.001 -0.008 0.41
H 2.334976 -2.616463 -1.166134 0.003 0.025 0.002 0.09
O -2.526948 -2.123334 -0.913665 -0.595 -0.363 -0.024 -0.59
S -3.377755 -1.746196 0.209766 -0.341 -0.038 -0.001 1.50
O -4.227078 -2.803059 0.710557 -0.035 -0.050 -0.025 -0.75
O -2.625762 -1.015374 1.227048 -0.369 -0.270 0.364 -0.66
C -4.529393 -0.502094 -0.418535 0.005 0.373 -0.011 -0.96
C -5.573960 -0.911559 -1.135926 -0.100 0.004 -0.045 -0.50
C -6.598930 -0.007838 -1.670149 0.077 -0.109 0.042 -0.67
C -6.659567 1.265590 -1.288631 0.014 0.062 -0.016 -1.22
C -5.671700 1.795368 -0.311049 0.002 -0.048 -0.040 0.10
C -4.359887 0.980941 -0.114203 -0.213 -0.252 0.003 1.42
S -2.870729 1.672272 -0.839522 -0.447 0.239 0.045 1.12
O -1.981456 1.618554 0.511169 -0.108 0.297 -0.449 0.22
O -3.098362 3.024095 -1.230743 -0.071 0.092 -0.053 -0.69
O -2.245162 0.736347 -1.714988 -0.547 0.471 -0.579 -0.39
H -5.681485 -1.974917 -1.314210 -0.004 -0.012 0.006 0.49
H -7.325994 -0.411369 -2.364154 0.006 -0.015 -0.009 0.40
H -7.433141 1.922860 -1.667720 0.017 0.037 0.018 0.44
H -5.417225 2.840103 -0.493673 -0.015 0.002 -0.003 0.55
S 4.651183 -6.546581 4.240939 -0.228 0.215 0.003 -0.47
C 4.047422 -5.127722 3.552738 -0.011 -0.194 0.150 0.28
S 4.843839 -4.422082 2.196473 0.346 -0.240 -0.092 -0.17
C 3.676262 -3.141454 2.096901 -0.302 0.587 -0.275 0.16
N 2.762091 -3.234473 3.017664 0.314 -0.130 -0.145 -0.85
N 2.979192 -4.350111 3.830345 -0.166 0.093 0.158 0.56
C 1.984113 -4.499325 4.851951 0.132 -0.120 -0.111 0.59
C 0.814884 -3.747663 4.733950 -0.074 -0.038 -0.013 -0.54
C -0.175776 -3.858780 5.693131 -0.028 0.013 0.007 -0.59
C -0.020430 -4.705580 6.782601 -0.001 0.030 -0.045 -0.45
C 1.146328 -5.441368 6.895943 0.075 -0.055 0.020 -0.57
C 2.150937 -5.348848 5.940898 -0.032 0.092 -0.001 -0.47
S 3.827857 -1.940576 0.879478 -0.043 -0.164 0.210 -0.38
H 0.690437 -3.086179 3.891764 0.005 -0.009 0.025 0.68
H -1.078802 -3.274328 5.573754 -0.013 -0.002 0.020 0.40
H -0.800259 -4.788044 7.529068 -0.001 -0.003 0.006 0.36
H 1.293781 -6.106681 7.738519 -0.016 0.008 0.003 0.34
H 3.051878 -5.926710 6.038671 0.073 -0.053 -0.004 0.20
C 4.603731 4.702833 -2.158883 0.037 0.070 0.010 -1.54
C 3.705279 3.548182 -1.738111 -0.054 -0.039 0.050 0.54
C 2.491820 3.426316 -2.648021 0.087 0.125 -0.114 -1.18
S 1.486878 1.975070 -2.299653 -0.619 -0.154 -0.016 1.00
O 0.263508 2.097416 -3.161072 0.413 -0.033 0.145 -0.80
C 2.548829 0.683447 -3.053793 0.111 0.005 -0.062 -0.82
C 2.009609 0.184064 -4.386777 0.011 -0.048 0.033 0.39
C 2.230428 1.157347 -5.535983 0.032 0.029 -0.028 -1.44
H 5.463133 4.795132 -1.493297 0.004 -0.009 0.010 0.41
H 4.061365 5.650222 -2.130737 -0.024 0.000 0.007 0.32
H 4.978969 4.569425 -3.176504 0.001 -0.026 -0.011 0.35
H 3.364917 3.685535 -0.709616 0.011 -0.003 -0.025 -0.31
H 4.278851 2.616874 -1.736919 0.024 -0.003 -0.049 0.37
H 2.754202 3.411518 -3.709549 0.018 -0.005 -0.002 0.46
H 1.793805 4.249396 -2.478352 0.023 0.011 -0.018 0.53
H 2.588995 -0.126442 -2.324482 -0.029 0.002 0.017 -0.06
H 3.559878 1.084967 -3.153413 0.020 -0.009 -0.001 0.48
H 0.942539 -0.018103 -4.285670 -0.019 0.027 0.017 0.03
H 2.493223 -0.776033 -4.595667 0.016 0.023 -0.025 0.35
H 1.649827 2.065876 -5.379580 -0.011 0.012 0.023 0.23
H 1.913867 0.721781 -6.485328 -0.006 -0.023 -0.001 0.43
H 3.287022 1.428398 -5.627455 0.000 -0.003 -0.006 0.29
```
Forces are in eV/Å.

Calculated values
net charge: -2
maximum force: 0.0522 hartree/bohr
highest occupied orbital energy: -1.18 eV
orbital gap: 4.63 eV

# 2
Entry from the OMol25 dataset: a cluster of 2 separate species, C5H5N5 in total (wB97M-V/def2-TZVPD).

Structure (XYZ):
```
15
Properties=species:S:1:pos:R:3:forces:R:3:mulliken_charge:R:1
C -0.502844 -1.126942 0.063263 -1.758 1.044 -5.693 0.53
C 0.279089 -0.645720 2.043694 2.791 0.843 2.023 -0.06
C 0.889101 0.747148 0.416746 -4.196 -0.336 -2.189 0.39
C -0.027945 0.992984 -1.613998 -0.989 0.475 -1.076 -0.40
C -0.112990 0.172690 -0.432220 2.982 -0.873 0.485 0.45
H -1.129147 -1.689420 -1.786407 -1.034 1.349 -3.452 0.20
H -2.006932 -2.329530 -0.192846 2.986 0.556 -3.951 0.34
H 0.648157 -0.835393 3.142982 -1.898 -0.410 -2.073 0.31
H 1.131049 3.015852 0.469391 1.496 -4.759 -2.408 0.42
H -0.726755 0.892727 -2.519723 1.666 0.400 1.295 0.33
N -1.088786 -1.999365 -0.899890 -2.304 -1.999 9.112 -0.52
N -0.490893 -1.493112 1.288075 1.831 1.091 2.744 -0.59
N 1.022799 0.429582 1.656654 -0.408 -2.110 2.776 -0.65
N 1.293194 1.823276 -0.233561 2.751 7.163 5.810 0.00
N 0.822903 2.045225 -1.402161 -3.914 -2.434 -3.402 -0.74
```
Forces are in eV/Å.

Calculated values
net charge: 0
maximum force: 0.1872 hartree/bohr
highest occupied orbital energy: -8.80 eV
orbital gap: 8.58 eV

# 3
Entry from the OMol25 dataset: a structure of composition C47H47N10O6S2V (wB97M-V/def2-TZVPD).

Structure (XYZ):
```
113
Properties=species:S:1:pos:R:3:forces:R:3:mulliken_charge:R:1
V -0.046746 -1.409215 1.077704 -0.246 -0.616 0.131 -0.84
C 1.228835 2.143386 -4.505684 0.016 -0.007 -0.036 -0.65
O 2.591174 2.179231 -4.055659 -0.227 0.290 -0.005 -0.58
C 3.259381 0.990141 -4.148979 0.085 -0.028 -0.136 0.53
C 4.181277 0.781331 -5.155821 0.097 0.020 -0.073 -0.44
C 4.870517 -0.421940 -5.240587 -0.018 -0.040 0.009 -0.65
C 4.610506 -1.417328 -4.310583 -0.010 0.013 0.025 -1.07
C 3.694882 -1.207513 -3.287157 -0.057 -0.092 0.020 -0.28
C 3.019669 0.008895 -3.184260 0.062 -0.250 0.243 0.18
N 2.098335 0.292156 -2.181903 0.298 0.054 -0.301 0.24
C 1.802750 -0.446527 -1.052235 -0.129 0.119 0.177 -0.67
N 2.859739 -0.912820 -0.373569 0.154 -0.080 0.180 1.02
C 2.960930 -1.042861 1.043203 -0.178 -0.279 -0.029 -1.26
C 1.857700 -1.258422 1.859494 0.377 -0.058 -0.092 1.88
C 2.129906 -1.302226 3.232084 0.024 -0.042 0.094 -0.52
C 3.409514 -1.156995 3.756561 -0.049 0.003 -0.072 -1.14
C 4.490184 -0.980334 2.902558 0.030 0.000 0.072 -0.51
C 4.251588 -0.927923 1.543754 0.092 0.054 0.030 0.87
O 5.292430 -0.757087 0.640307 0.229 0.147 -0.051 -0.62
C 5.801420 0.572532 0.619024 0.019 0.003 -0.024 -0.86
N 0.564710 -0.564600 -0.663281 -0.093 1.196 -1.138 0.68
C -0.383754 -0.066993 -1.634873 0.173 -0.230 0.034 -0.81
C -1.178713 1.043138 -1.427958 -0.049 0.001 0.074 -0.02
C -2.021557 1.512076 -2.433249 -0.006 -0.067 -0.052 -0.72
C -2.084673 0.856978 -3.646574 -0.056 0.073 0.053 -1.22
C -1.313884 -0.281148 -3.862896 -0.130 -0.043 -0.116 -0.63
C -0.464126 -0.731386 -2.869714 -0.125 -0.290 0.060 1.41
O 0.343926 -1.819230 -3.004489 -0.085 -0.222 -0.125 0.26
C 0.060388 -2.706216 -4.070933 0.038 0.063 0.013 -1.19
H 1.144782 2.644116 -5.470593 0.043 0.010 -0.054 0.38
H 0.606118 2.667395 -3.780931 -0.003 0.020 0.035 0.19
H 0.864094 1.118643 -4.607899 0.062 0.048 0.041 0.22
H 4.362188 1.582692 -5.863173 -0.058 -0.033 0.024 0.46
H 5.591398 -0.582162 -6.032623 -0.021 0.009 0.033 0.38
H 5.116897 -2.372790 -4.381556 -0.011 0.047 0.041 0.43
H 3.479915 -1.993749 -2.570901 0.045 0.034 -0.104 0.53
H 1.437514 1.030813 -2.359735 0.000 -0.034 -0.108 0.43
H 3.750138 -0.719414 -0.804666 0.111 0.089 0.067 0.74
H 1.309348 -1.451656 3.926474 -0.035 0.024 -0.023 0.46
H 3.566257 -1.171613 4.829676 -0.003 -0.071 -0.026 0.43
H 5.503586 -0.875061 3.273778 -0.033 -0.019 -0.020 0.52
H 6.063714 0.914519 1.622493 -0.002 -0.043 0.010 0.39
H 5.071154 1.271206 0.196964 -0.048 -0.029 0.014 0.20
H 6.693578 0.564040 -0.004616 -0.004 -0.013 -0.021 0.28
H -1.156559 1.544111 -0.474271 0.052 0.030 0.153 -0.08
H -2.627720 2.383332 -2.248020 -0.153 0.134 0.078 0.28
H -2.739369 1.218395 -4.432035 0.007 -0.043 0.061 0.39
H -1.395232 -0.812131 -4.802663 0.050 0.025 0.036 0.46
H 0.660138 -3.595293 -3.894615 0.027 -0.008 0.019 0.17
H 0.336218 -2.276493 -5.038631 0.026 0.034 0.000 0.31
H -0.998474 -2.976399 -4.087847 -0.008 -0.002 0.050 0.41
N -4.352487 5.718445 -1.492839 0.140 -0.175 -0.067 -0.61
C -4.438459 4.508055 -0.788059 -0.008 -0.036 -0.023 1.14
C -3.490636 4.196139 0.192057 0.017 -0.017 -0.050 -0.74
C -3.556136 2.986380 0.859410 -0.058 -0.111 -0.007 -0.63
C -4.556481 2.067235 0.548125 0.185 0.034 -0.084 -0.37
C -5.492646 2.362918 -0.427527 0.030 -0.064 0.000 -0.18
C -5.435423 3.581616 -1.092730 0.051 0.042 -0.003 -0.79
S -4.611884 0.547912 1.468357 0.258 -0.065 0.076 1.19
O -5.890004 -0.061970 1.195378 -0.034 -0.174 -0.150 -0.80
O -4.384500 0.968514 2.831805 0.170 -0.042 0.068 -0.73
N -3.310302 -0.278130 1.020198 0.023 -0.544 -0.278 0.02
C -3.284904 -1.168025 0.013667 0.025 0.116 -0.176 -0.19
N -2.163151 -1.988530 -0.076950 -0.395 0.977 0.144 0.46
C -2.179519 -2.941833 -0.997981 0.288 -0.085 0.285 -0.27
C -3.217780 -3.142870 -1.883705 -0.119 0.039 -0.057 -0.79
C -4.234944 -2.197862 -1.816497 -0.015 0.147 0.054 -0.68
N -4.278355 -1.231919 -0.924274 0.115 0.015 0.176 -0.47
H -3.834920 6.441763 -1.023882 -0.032 0.067 0.053 0.22
H -5.219031 6.047963 -1.880175 -0.085 0.051 0.021 0.21
H -2.704760 4.909053 0.428870 -0.067 -0.046 0.001 0.34
H -2.852370 2.736583 1.648525 -0.010 0.069 -0.106 0.47
H -6.265910 1.633813 -0.645879 0.085 0.063 0.002 0.48
H -6.166839 3.820606 -1.859405 0.022 -0.017 0.039 0.28
H -1.292949 -3.571696 -1.006781 0.026 0.070 -0.006 0.17
H -3.219581 -3.944699 -2.608052 0.037 -0.004 0.010 0.51
H -5.047853 -2.208865 -2.542691 0.024 -0.002 0.047 0.36
N -0.243429 1.526267 4.050278 0.131 0.105 -0.385 0.29
C 0.224499 2.768736 3.700314 0.001 0.134 -0.091 -0.65
C 0.200738 3.825342 4.614302 0.012 0.031 -0.019 -0.80
C 0.687655 5.076070 4.270140 -0.001 -0.015 0.004 -0.53
C 1.192551 5.305144 2.996956 0.045 0.021 -0.036 -0.90
C 1.220530 4.261214 2.079944 0.007 0.028 -0.032 -0.68
C 0.763945 2.997943 2.423397 -0.205 -0.121 0.089 1.38
S 0.918058 1.692139 1.252399 0.228 0.082 0.158 -0.20
N -0.074405 0.451562 1.867817 -0.310 0.027 0.357 0.69
C -0.504027 0.484961 3.142846 -0.443 -0.096 0.366 -0.04
C -1.204047 -0.640447 3.558920 0.217 0.187 -0.220 0.79
C -2.057163 -0.714047 4.689574 -0.117 -0.319 0.241 -1.55
C -2.795933 -1.831282 4.901828 -0.005 0.117 0.069 -0.84
C -2.731045 -2.902395 3.958348 0.061 -0.016 0.056 -1.35
C -1.896480 -2.801437 2.897776 0.104 0.152 0.086 -0.40
N -1.080006 -1.716572 2.687595 -0.517 0.398 0.260 1.71
H -0.702108 1.449708 4.937598 -0.030 -0.024 0.075 0.15
H -0.201481 3.651202 5.607714 0.001 -0.003 -0.049 0.40
H 0.668064 5.876125 5.000819 -0.024 -0.021 -0.026 0.38
H 1.560581 6.284671 2.717668 -0.004 -0.037 0.004 0.39
H 1.613426 4.419606 1.078314 -0.041 0.008 0.093 0.47
H -2.177258 0.138580 5.348286 0.030 -0.031 -0.044 0.28
H -3.465592 -1.888085 5.750517 -0.044 0.004 -0.055 0.36
H -3.354291 -3.780012 4.067607 0.027 0.013 0.009 0.43
H -1.830744 -3.586677 2.158088 0.019 0.066 -0.075 0.53
C 0.998740 -4.714279 2.300788 -0.159 0.181 -0.024 -1.19
C 0.955745 -4.334067 0.823814 0.313 0.056 -0.157 0.25
C 2.368892 -4.382994 0.238588 -0.126 0.219 -0.062 -1.24
O 0.341678 -3.094491 0.593823 -0.102 -1.354 0.180 -0.19
H 1.598343 -5.617631 2.432960 -0.015 -0.014 0.020 0.53
H -0.001855 -4.899531 2.694154 0.039 0.038 0.019 0.29
H 1.448153 -3.898887 2.868163 0.041 -0.033 0.046 0.11
H 0.372057 -5.107333 0.305406 -0.164 0.008 -0.111 0.31
H 3.030651 -3.738837 0.820507 0.053 -0.006 -0.036 0.16
H 2.356014 -4.026764 -0.796104 0.023 -0.031 0.057 0.08
H 2.755384 -5.405700 0.261001 0.001 0.040 -0.009 0.59
```
Forces are in eV/Å.

Calculated values
net charge: -1
maximum force: 0.0322 hartree/bohr
highest occupied orbital energy (alpha / beta): -2.64 / -2.72 eV
orbital gap (alpha / beta): 4.84 / 4.91 eV
multiplicity: 2

# 4
Entry from the OMol25 dataset: a cluster of 2 separate species, C3H4INS in total (wB97M-V/def2-TZVPD).

Structure (XYZ):
```
10
Properties=species:S:1:pos:R:3:forces:R:3:mulliken_charge:R:1
C 0.342534 -1.354498 -1.160360 1.928 -0.378 1.439 -0.32
C -0.858712 -0.803366 -1.092025 -2.176 1.432 -2.924 -0.19
S -1.290327 -0.235702 0.434291 0.889 0.411 0.488 -0.07
C 0.352011 -0.650729 0.987066 -2.080 -0.945 -2.913 -0.09
N 1.004371 -1.266215 0.045201 1.132 0.006 1.450 -0.55
H 0.884919 -1.829954 -1.978517 -0.463 0.417 0.087 0.39
H -1.343558 -0.420498 -2.029358 -0.208 -0.947 1.242 0.32
H 0.532092 -0.472103 2.002993 0.936 -0.084 1.116 0.49
I 0.820351 3.008094 1.574760 -0.740 0.730 -0.220 -0.10
H -0.443682 4.024970 1.215949 0.783 -0.641 0.235 0.11
```
Forces are in eV/Å.

Calculated values
net charge: 0
maximum force: 0.0761 hartree/bohr
highest occupied orbital energy: -9.31 eV
structure (SMILES): c1cscn1.I
orbital gap: 9.62 eV